Entry 1:
DFT (the ωB97M-V functional and the def2-TZVPD basis) results for a molecular structure, C30H41F7O6SSiTi.

CARTESIAN COORDINATES (ANGSTROEM)
Ti 0.24282 0.96433 0.42465
C -3.05976 2.57652 1.81129
C -2.11951 1.44586 1.51859
O -0.86728 1.61241 1.92922
C -2.57267 0.27692 0.83755
C -3.94529 0.12397 0.49046
C -4.43860 -0.99883 -0.14784
C -3.59095 -2.04978 -0.48417
C -2.23538 -1.95550 -0.17287
C -1.73023 -0.83782 0.46840
O -0.40390 -0.79431 0.71724
H -2.47280 3.42275 2.16567
H -3.80150 2.32324 2.58033
H -3.62099 2.89183 0.92578
H -4.63474 0.91791 0.75001
H -5.49669 -1.04890 -0.38292
H -3.96990 -2.92724 -0.99422
H -1.52126 -2.72619 -0.43717
C -1.56080 1.88588 -2.72069
C -0.23732 2.39574 -2.15050
O -0.25922 2.48113 -0.78727
C 0.88413 1.39949 -2.53914
F 2.07817 1.81397 -2.08991
F 1.03558 1.10882 -3.83542
F 0.61095 0.23009 -1.90956
C 0.10791 3.78084 -2.73672
F 0.45131 3.72028 -4.04423
F -0.95336 4.61191 -2.66974
F 1.10812 4.39027 -2.10011
H -1.80596 0.94454 -2.22826
H -1.51879 1.71977 -3.79834
H -2.34715 2.60263 -2.49380
F 6.14972 0.21418 2.51617
C 4.87572 0.42714 2.05420
C 4.39433 1.71876 2.02114
C 3.09818 1.91630 1.55088
C 2.27623 0.87161 1.10992
C 2.83878 -0.41252 1.16637
C 4.12936 -0.65167 1.63512
H 5.01775 2.53838 2.35599
H 2.72542 2.93781 1.53029
H 2.27453 -1.27099 0.81278
H 4.54536 -1.65025 1.66725
C -0.01448 -8.22546 -1.90935
C 0.10013 -6.73837 -2.23877
C -1.20755 -6.02942 -1.88488
C 0.42741 -6.54616 -3.71731
O 1.17732 -6.25368 -1.45685
Si 1.49078 -4.65799 -1.00150
S 1.24371 -3.26592 -2.43135
O 0.53090 -4.41336 0.34114
C 0.62483 -4.86846 1.68359
C 0.94128 -6.36374 1.71572
C 1.68658 -4.07653 2.43614
C -0.73752 -4.60620 2.31572
O 3.00629 -4.87204 -0.32555
C 4.20787 -5.37608 -0.87047
C 4.25123 -6.88670 -0.63404
C 4.32303 -5.07229 -2.36083
C 5.33730 -4.69018 -0.10682
H -0.80554 -8.70012 -2.49564
H -0.23749 -8.35349 -0.84892
H 0.93115 -8.72718 -2.12352
H -2.04529 -6.49340 -2.41394
H -1.15601 -4.97478 -2.15603
H -1.38802 -6.09233 -0.81089
H -0.38275 -6.92278 -4.34928
H 1.34316 -7.08887 -3.96648
H 0.58630 -5.48697 -3.92134
H 1.91859 -6.55879 1.27651
H 0.19739 -6.91801 1.14030
H 0.93522 -6.73215 2.74676
H 2.66092 -4.19585 1.96363
H 1.75152 -4.41872 3.47415
H 1.42264 -3.01975 2.44108
H -1.51294 -5.18147 1.80439
H -0.98429 -3.54991 2.22806
H -0.73675 -4.88174 3.37413
H 3.35527 -7.34913 -1.04643
H 4.28266 -7.09824 0.43749
H 5.13585 -7.32838 -1.10264
H 3.54589 -5.59026 -2.92439
H 5.30224 -5.39349 -2.72931
H 4.19107 -4.00696 -2.54538
H 5.22305 -4.87866 0.96231
H 5.29758 -3.61366 -0.27315
H 6.31636 -5.05817 -0.42551

* ⟨S²⟩: 2.0339
* F_max: 0.9 eV/A
* E_HOMO (spin up / spin down): -0.5 / -2.1 eV
* total charge: -2
* spin multiplicity: 3
* relative energy (zero: lowest compared OMol25 entry of this formula, charge and spin): 21.3 kJ/mol



Entry 2:
DFT (the ωB97M-V functional and the def2-TZVPD basis) results for 10 unconnected molecules or ions with the total composition C15H50N10O15.

CARTESIAN COORDINATES (ANGSTROEM)
C 4.12791 -1.84354 -1.16949
O 3.40407 -2.50075 -1.94945
N 3.84158 -0.59337 -0.63336
N 5.43523 -2.28043 -0.88933
H 4.52067 -0.21907 -0.00279
H 2.89095 -0.27415 -0.53973
H 5.88620 -1.82014 -0.12544
H 5.72726 -3.17273 -1.23415
C 1.05551 3.39146 -4.14152
O 1.71580 3.63420 -3.10781
N 1.71744 3.23151 -5.37130
N -0.32335 3.26763 -4.16368
H 1.12964 3.08452 -6.17070
H 2.65985 3.53730 -5.49201
H -0.75724 3.16338 -3.26342
H -0.84058 3.21632 -5.01315
C -1.34701 -4.96926 4.07378
O -2.00714 -4.96993 5.11745
N -0.91972 -3.79071 3.47134
N -0.95376 -6.10470 3.36971
H -1.07113 -2.90588 3.92481
H -0.24618 -3.84784 2.72487
H -0.49907 -6.05462 2.48127
H -1.18794 -6.95789 3.84309
C 0.81992 -4.35083 -0.16694
O 0.26059 -4.01194 0.87757
N 2.14308 -4.72034 -0.28566
N 0.16337 -4.56469 -1.34710
H 2.63939 -4.83491 0.57987
H 2.61731 -4.48075 -1.14122
H -0.78144 -4.24998 -1.48733
H 0.70711 -4.73184 -2.18344
C -0.81022 -0.40919 4.79909
O -1.78364 -1.09288 4.44255
N -0.91793 0.48946 5.87891
N 0.44123 -0.38976 4.19191
H -1.87974 0.64730 6.12255
H -0.22200 1.20767 5.91060
H 0.63642 -1.01799 3.43821
H 1.11728 0.28055 4.48789
C -0.37520 -1.70232 -3.77590
C 0.59297 -2.59833 -4.52624
O 1.45690 -3.49592 -3.77974
O -1.55837 -2.46405 -3.52318
H -0.64396 -0.89444 -4.47768
H 0.00699 -1.11979 -2.92657
H 1.21933 -1.92458 -5.13357
H 0.09061 -3.28479 -5.20885
H 1.77012 -2.93714 -3.03888
H -2.25906 -1.84320 -3.20096
C -0.84500 0.35450 0.65209
C -0.10011 -0.96086 0.75495
O 1.28972 -0.71054 0.74416
O -0.25159 0.99212 -0.49230
H -0.75706 0.98165 1.53913
H -1.87063 0.13447 0.37222
H -0.34539 -1.47070 -0.17774
H -0.43354 -1.47933 1.65324
H 1.79384 -1.53188 0.75839
H 0.69311 1.04683 -0.28051
C -3.03660 3.75545 3.12619
C -1.78921 4.38244 2.55158
O -2.02906 5.77013 2.22894
O -2.80826 2.34321 3.15505
H -3.85674 3.94527 2.42583
H -3.31575 4.11982 4.12080
H -1.50021 3.97585 1.57797
H -0.89014 4.29551 3.17337
H -1.68758 6.31991 2.93898
H -3.58785 1.80333 3.02253
C 2.48168 4.67845 2.83563
C 2.26233 3.19665 2.62116
O 3.35218 2.53916 1.97329
O 2.63209 5.31740 1.58305
H 3.39009 4.77446 3.42768
H 1.70284 5.21385 3.38654
H 1.32912 2.87596 2.14881
H 2.27087 2.74385 3.62160
H 3.23083 2.80811 1.04778
H 1.83639 5.24533 1.04677
C -4.17607 1.44427 -4.00529
C -3.72457 -0.00136 -4.19430
O -3.49682 -0.57880 -2.86807
O -3.21472 2.27293 -3.39699
H -5.09056 1.43844 -3.39568
H -4.39422 1.89986 -4.97414
H -2.79445 -0.05583 -4.76294
H -4.44429 -0.49698 -4.85352
H -4.40132 -0.87245 -2.67966
H -2.83341 1.76286 -2.67144

* F_max: 2.4 eV/A
* SMILES: NC(N)=O.NC(N)=O.NC(N)=O.NC(N)=O.NC(N)=O.OCCO.OCCO.OCCO.OCCO.OCCO
* E_HOMO: -8.6 eV
* total charge: 0
* spin multiplicity: 1
* relative energy (zero: lowest compared OMol25 entry of this formula, charge and spin): 187.1 kJ/mol



Entry 3:
DFT (the ωB97M-V functional and the def2-TZVPD basis) results for 3 unconnected molecules or ions with the total composition C5H10.

CARTESIAN COORDINATES (ANGSTROEM)
C -0.58225 1.37249 -0.05377
C -0.44714 -0.01044 -0.48063
C -1.21654 -1.04363 0.34610
C 0.99604 -0.54933 -0.50759
C 1.98301 0.02414 0.31841
H -0.62178 1.43453 1.13558
H -1.63621 1.85364 -0.63663
H 0.16696 2.09540 -0.54694
H -0.60019 -0.08140 -1.58434
H -0.98717 -2.02436 0.13734
H -2.29896 -1.00756 0.39359
H -0.86372 -0.96152 1.40168
H 1.21776 -1.77882 -1.24384
H 3.02726 -0.57003 0.19804
H 1.86294 1.24690 1.12300

* F_max: 5.3 eV/A
* E_HOMO: -9.4 eV
* total charge: 0
* spin multiplicity: 1
* relative energy (zero: lowest compared OMol25 entry of this formula, charge and spin): 498.6 kJ/mol



Q: Look up the spin multiplicity of the second one.
A: 1